1.
77
Properties=species:S:1:pos:R:3:forces:R:3:mulliken_charge:R:1 method="wB97M-V/def2-TZVPD" gap_ev=7.4 spin_multiplicity=1 total_charge=0
Cl -3.66425 -2.78813 -0.78107 -8.542 0.117 -6.791 -0.23
Cl -2.28044 -3.15176 0.74867 6.662 -0.716 6.705 -0.28
Cl -0.57276 1.33326 3.34189 0.037 -0.092 6.930 -0.15
H 0.23184 0.74685 -3.66046 -1.105 1.726 -1.618 0.59
H -1.69384 -0.90396 -0.33643 -1.933 1.457 0.105 -0.40
O -0.93138 3.49357 -0.83457 2.395 -1.336 -1.243 -0.57
O 0.70088 2.42299 -2.13955 -3.425 0.378 4.736 -0.56
C -2.29231 -0.47465 -1.13996 -3.931 3.106 1.041 0.91
H 1.39244 1.42902 -0.76781 1.764 -3.584 -0.621 -0.29
H 0.51342 -1.52617 -0.42109 -2.750 3.908 -1.889 -2.62
Cl 1.71284 0.47308 1.31523 2.189 2.536 -8.500 0.55
H -4.17103 -0.95678 -2.01018 -0.579 0.408 1.187 0.19
C -0.03434 2.44947 -1.08597 -0.628 2.878 -4.044 0.93
C -0.85485 0.73599 -3.57633 -2.482 1.214 -1.712 -0.64
H -3.69547 3.01821 0.87358 -0.146 -0.396 0.199 0.40
C 1.69776 4.50884 -0.28242 -0.245 0.701 0.383 -0.14
H -1.15529 0.92810 -2.54630 0.333 0.469 -1.377 -0.13
H 0.62957 0.32895 5.27749 -0.654 0.064 -0.186 0.46
H -0.61980 2.06840 1.87401 -0.313 0.883 -2.592 1.33
H 3.25855 -3.62858 0.78778 0.225 -0.154 -0.033 0.42
Cl 0.35371 -0.58505 -2.51504 8.997 2.622 3.853 -0.39
H -4.23140 -0.60012 -0.17913 -0.112 -0.015 -0.201 0.47
Cl -3.27359 -0.70288 -3.82718 1.408 0.086 -2.101 -0.24
C -0.61853 -2.57055 1.01359 -0.628 0.169 5.525 0.30
H -3.41592 2.63959 -0.80121 -0.772 2.309 0.341 0.51
H 0.43858 -1.37504 2.52946 -2.311 -0.834 -3.078 -1.36
H 1.76786 -0.16018 2.42893 -0.348 -3.633 6.386 -1.56
H -1.82104 1.14828 1.03798 -2.676 4.698 -0.770 0.51
Cl -1.55725 2.04079 -4.49327 -0.834 1.479 -1.234 -0.24
H -0.56436 -0.05887 -0.54481 2.348 -1.163 -1.058 -2.55
Cl 0.73810 -4.35504 0.15708 1.789 -7.275 -1.806 -0.28
Cl -1.00263 0.01998 1.28395 -0.075 -10.787 5.221 1.05
H 0.61306 4.56123 -0.37622 0.584 0.405 0.121 0.06
Cl -1.15263 -2.08979 -1.56779 2.889 -12.011 -3.477 0.12
C -1.07566 1.93036 0.89358 -0.623 7.029 -0.453 -2.12
C 1.45467 -0.40418 3.44406 0.878 -0.557 6.210 0.81
H -0.17287 -2.25281 0.07098 -2.662 -1.538 2.344 -0.18
H 1.26033 -2.18749 -1.74775 -0.579 -1.753 -0.719 0.86
C 0.39085 -4.24361 -1.55896 1.338 -0.621 -0.499 -0.50
H 2.53142 0.08359 -0.76163 -0.051 -0.178 -0.135 0.68
H -1.27931 4.05234 1.09148 -0.438 0.234 0.017 0.37
Cl 2.99028 -0.83958 4.20400 0.430 4.425 6.452 -0.29
C 0.41069 -2.80309 -2.04314 -1.212 -4.544 -1.208 -0.18
H -1.20310 -0.70637 -5.10781 -0.679 0.310 -0.318 0.68
H -1.77292 -0.69578 -2.07239 -2.345 2.759 0.401 -1.25
Cl 1.27340 2.84139 1.84692 1.779 5.250 0.307 -0.17
H -1.33414 -1.54975 2.82589 0.263 -0.386 0.291 1.20
Cl -2.32416 1.30848 -0.94647 -4.318 -5.642 -4.372 0.15
C 3.20958 -2.54329 0.87642 1.896 -2.106 1.151 -1.28
C 0.81973 0.67477 4.26144 0.651 1.056 0.232 -0.91
H 1.83263 2.41353 -0.47131 1.663 1.763 1.229 0.28
H 2.81462 -1.16633 2.40821 1.577 -1.681 -1.534 -0.21
H 4.31922 -2.15393 2.77384 -0.221 -0.070 -0.427 0.69
C -1.45079 -0.59266 -4.05244 -0.700 0.125 -2.580 0.78
C -3.12880 3.32643 -0.00504 -0.418 1.981 2.414 -1.44
C -0.54983 -1.44804 2.07581 -1.380 -2.494 -2.165 -0.61
H 0.80576 -1.27869 3.49152 1.949 0.701 2.536 0.98
C 0.42446 -0.48213 -0.72137 0.317 1.916 -3.987 0.25
H 0.01175 -3.39678 1.34253 -1.661 1.989 1.632 0.64
H 2.11919 4.69083 -1.27105 0.168 -0.149 0.131 0.50
Cl 1.73323 -2.05916 0.10621 10.548 -1.260 4.549 1.12
H -0.53118 -4.81617 -1.65962 0.069 0.399 -0.548 0.38
H 0.40717 -2.78013 -3.13289 0.032 -0.731 -0.013 0.61
H 1.44508 1.56352 4.34604 0.294 -0.261 0.039 0.42
C 1.57753 0.43272 -0.36628 1.901 -0.954 -3.350 -0.18
H 1.24594 -4.77209 -1.98043 -0.298 -0.178 -0.523 0.49
C -1.61742 3.27665 0.40440 -0.934 0.176 -1.004 -0.50
Cl 2.25030 -3.20153 3.32386 -0.153 -2.098 -0.732 -0.15
C 2.11807 3.16359 0.26627 0.567 1.896 0.761 0.71
O -0.10836 1.53630 -0.12175 -2.453 6.745 1.134 -0.07
C 3.31042 -2.13592 2.36143 -1.051 -1.422 -3.875 0.37
H -3.48927 4.34777 -0.12763 0.425 0.186 -0.398 0.54
H 4.09294 -2.15188 0.37184 -0.232 0.316 -0.331 0.40
H -0.93120 -1.45323 -3.63110 -1.695 -0.071 -0.541 -0.32
H 3.19051 3.21611 0.45391 -0.058 -0.490 0.094 0.65
Cl 2.20003 5.89335 0.78015 -0.048 -0.449 -0.333 -0.22
C -3.71628 -1.05617 -1.02457 0.334 0.762 -0.280 -0.17

---

2.
69
Properties=species:S:1:pos:R:3:forces:R:3:mulliken_charge:R:1 method="wB97M-V/def2-TZVPD" gap_ev=7.7 spin_multiplicity=1 total_charge=0
H -1.44311 -1.01646 -3.55040 -0.181 -0.333 0.204 0.42
C 2.82704 -1.29997 -2.01469 0.392 0.038 0.097 -1.66
C 4.01503 3.53109 2.07469 0.224 0.103 0.202 -1.05
C 0.21305 -2.78635 2.79944 -0.010 -0.028 -0.155 -0.88
H 2.14493 -4.98924 -0.51659 0.222 0.144 -0.153 0.38
C -2.98401 -2.28827 -2.65751 -0.218 0.125 -0.047 -0.74
H 1.41883 4.90602 -0.09827 0.279 0.002 0.033 0.22
Lu -0.28062 2.14397 0.57096 -0.099 -1.436 -0.908 1.15
H -4.97318 0.32956 -2.43445 -0.103 -0.074 0.142 0.28
C 2.44847 -4.18026 -1.19707 0.375 -0.379 0.150 -1.67
Cl 2.20271 1.71734 -0.03264 1.909 1.006 0.007 0.01
H -6.23433 0.59895 -1.18911 0.250 -0.072 -0.080 0.33
H 4.72029 2.79610 -1.73648 0.056 0.097 0.108 0.30
H 1.72265 0.22032 2.59484 -0.082 -0.204 -0.044 0.37
H 3.88475 2.57807 2.60185 -0.005 0.186 -0.139 0.27
H 5.09156 3.77951 2.08267 -0.341 -0.088 -0.018 0.39
H 0.43434 -0.29285 -2.50095 -0.202 -0.169 -0.312 0.38
H 2.72059 -0.60066 -2.85922 -0.021 -0.173 0.295 0.34
C -3.14690 0.97898 -0.79428 0.718 0.099 0.863 0.09
H -0.82278 -1.99780 0.55112 -0.354 -0.109 -0.545 0.10
H 2.65946 5.11379 -1.33833 -0.070 -0.026 0.180 0.28
O -1.96490 3.38934 1.66797 0.089 0.111 0.773 -0.63
C -2.66047 -2.80965 -0.31175 0.262 0.306 -0.065 -1.03
H 0.29197 -3.37630 1.87131 0.010 0.214 0.241 0.27
Cl 0.77975 3.43818 2.56548 0.066 0.131 -0.019 -0.66
C -1.01828 -1.51636 -1.51220 0.745 0.138 -0.660 -0.45
H 1.95427 -0.94172 1.25404 -0.177 0.152 0.223 0.22
H -1.39138 3.73721 2.40011 -0.353 -0.170 -0.527 0.36
C 1.67246 -0.83457 2.31162 0.302 -0.176 -0.399 -1.11
H -3.71564 0.27669 1.55074 -0.089 -0.037 -0.109 0.09
C 1.33978 -3.18066 -1.29500 0.035 0.420 -0.428 0.44
O 0.54743 -0.04853 -0.51433 -0.479 1.024 1.787 0.03
C -3.41012 -2.92171 -1.48638 -0.084 -0.106 0.049 -0.81
H -3.02780 1.23835 -1.85815 -0.002 -0.049 0.297 0.32
H 5.47759 4.14464 -0.85746 -0.048 -0.142 0.006 0.31
C -1.46093 -2.09817 -0.33291 -0.279 -0.169 0.164 1.23
H -5.47838 0.41952 1.24167 0.206 -0.059 0.006 0.38
H 2.36184 -1.43040 2.92346 -0.186 0.244 -0.026 0.42
H -4.32684 -3.51390 -1.48000 0.200 0.167 -0.073 0.44
H -1.70580 -1.03844 2.75858 0.334 0.182 -0.120 0.26
H 3.22545 -0.72908 -1.16067 -0.032 -0.064 -0.303 0.14
C 1.50576 -1.89452 -1.64168 -0.610 -0.731 0.383 0.37
H 3.56000 -2.06718 -2.29582 -0.156 0.227 0.067 0.49
C 0.37218 -0.88068 -1.56388 -0.797 0.351 -0.471 -0.17
C 4.95660 3.18535 -0.74055 0.043 -0.154 -0.214 -1.10
H -4.65084 -1.13685 0.98163 0.061 0.218 -0.050 0.31
H 2.88678 5.84235 0.26825 -0.059 -0.156 -0.088 0.33
C -5.31860 0.04295 -1.43804 0.040 0.056 0.050 -0.93
H -2.54653 2.73489 2.08357 0.054 0.168 -0.145 0.36
H -5.55283 -1.03034 -1.43243 0.181 0.272 -0.004 0.33
H -3.57808 -2.36277 -3.57277 0.112 -0.018 0.323 0.41
H 1.03600 -3.08516 3.46455 -0.381 0.090 -0.113 0.35
C -0.74720 -0.55333 2.49162 1.137 0.313 -0.337 0.12
O -2.27256 1.27363 0.05695 -1.416 -0.501 -0.997 -0.59
C 2.49997 4.96118 -0.26289 -0.076 0.244 -0.185 -0.85
H 3.36772 -3.72127 -0.79912 -0.254 -0.262 -0.143 0.40
C -1.80096 -1.55013 -2.66384 -0.087 -0.318 0.265 -0.64
H 3.47823 4.30094 2.63710 0.063 -0.185 -0.066 0.33
H 0.34264 -3.57853 -1.09507 0.230 0.276 -0.033 0.48
Si 3.43615 3.46378 0.29902 -0.043 -0.225 0.276 0.30
H 5.64230 2.48693 -0.24610 -0.117 0.086 -0.106 0.28
N -4.27214 0.34085 -0.46628 0.089 0.034 0.030 0.41
C -4.53955 -0.04734 0.91614 -0.186 -0.022 -0.180 -0.89
O -0.68008 0.66278 2.19988 -0.391 -1.334 0.718 -0.33
N 0.32507 -1.35825 2.51834 -0.672 0.393 0.545 0.30
Cl -0.52196 3.45033 -1.52370 -0.058 0.178 -0.130 -0.63
H 2.69660 -4.65515 -2.16310 -0.092 0.187 0.276 0.30
H -0.75092 -2.99856 3.27340 0.193 0.002 -0.066 0.30
H -2.98253 -3.27216 0.62310 -0.068 -0.019 -0.303 0.44

---

3.
76
Properties=species:S:1:pos:R:3:forces:R:3:mulliken_charge:R:1 method="wB97M-V/def2-TZVPD" gap_ev=3.8 spin_multiplicity=1 total_charge=-1
H 0.58269 -3.17829 -3.45292 0.300 0.198 0.263 0.20
C -1.81748 0.35964 -1.91769 0.212 0.766 0.470 -0.35
H 3.24817 -6.00762 0.45726 -0.171 -0.042 -0.299 0.38
H 2.88260 -3.01914 3.60878 -0.514 0.166 -0.688 0.25
H -8.95449 -2.43822 -1.33270 0.172 0.136 0.214 0.35
H 1.03146 2.75501 2.41014 0.121 0.107 0.256 0.30
N -1.12686 2.61747 -1.48513 0.258 -0.277 -1.205 -0.60
H -2.99116 -0.53091 -3.94507 0.075 0.251 0.296 0.47
C 1.63418 -5.26747 -0.87235 1.084 -0.841 -0.482 0.30
H 1.50686 -1.03991 -0.48287 -0.397 -0.234 -0.103 0.93
H -4.92911 -0.28768 -0.70524 0.166 0.347 -0.093 0.25
C 4.17691 -4.15354 4.01325 0.359 -0.222 0.306 0.64
H 2.71341 6.90289 4.66712 -0.089 -0.053 -0.010 0.31
H 7.27806 9.24773 0.50667 -0.030 0.036 0.092 0.31
H -0.26838 3.08928 -1.76610 -0.057 0.139 0.712 0.22
C 0.36087 0.74124 -0.92949 0.232 -1.622 0.281 -0.16
H -7.36854 -0.52267 -2.28641 0.354 0.108 0.120 0.33
O 1.98571 2.84794 2.25551 0.865 -0.356 -1.253 -0.49
H 3.56493 5.35276 4.78873 0.091 0.138 0.091 0.28
H -1.13128 -3.49130 -1.77095 0.410 0.071 -0.201 0.22
O 4.97457 -5.03708 3.67262 -0.079 0.048 -0.109 -0.74
H 2.83808 -7.12836 -0.87166 0.073 0.326 0.097 0.30
H -2.23410 -1.63298 -2.22278 -0.012 0.138 0.053 0.22
O 2.50767 1.06599 0.25990 -0.975 0.943 0.476 -0.29
H 4.93885 7.02031 3.51129 0.011 -0.010 -0.032 0.26
O 3.32787 -3.64116 3.01179 0.251 0.092 0.490 -0.37
C 2.95405 -6.06430 -0.60100 -0.159 -0.200 0.008 -1.24
C 0.58102 -0.65151 -0.89711 -0.568 1.405 -0.231 -0.31
O 4.03164 1.33195 2.36055 -0.480 0.893 -1.543 -0.50
H 3.80328 -5.68605 -1.19135 -0.267 0.045 0.194 0.29
H -1.77780 2.81858 -2.24278 -0.328 -0.136 0.449 0.27
H 0.82637 -6.01592 -0.83728 -0.071 0.588 0.348 0.25
H 1.78248 -2.47647 -2.37834 -0.381 -0.038 0.438 0.36
O -6.25548 -1.84428 0.59536 0.358 0.736 -0.317 -0.56
C -6.92331 -1.82661 -0.66466 -1.221 -1.628 0.272 0.61
C -0.86420 1.22897 -1.44874 0.644 1.406 0.261 0.98
C 3.09216 6.05582 4.09424 0.039 -0.352 -0.305 -0.36
H 4.45161 5.67740 2.45853 0.066 -0.033 0.098 0.33
C -6.79975 -0.46483 -1.34543 -0.258 -0.255 0.587 -0.97
H -4.42636 -1.74695 -2.44063 -0.231 0.180 -0.030 0.21
H -5.58107 -0.83135 -3.46394 0.355 -0.264 0.181 0.45
H 2.72708 -4.50616 -2.55385 -0.382 -0.016 -0.058 0.38
H -7.33843 0.26492 -0.71530 0.397 -0.112 -0.136 0.43
O 1.97758 5.41786 3.48430 -0.056 0.203 0.054 -0.50
P 2.48589 1.34694 1.90687 -0.049 -1.608 2.587 0.53
C -0.19199 -2.99106 -1.46023 -0.341 0.899 -0.474 -0.50
H 3.61142 7.21568 2.35312 -0.045 0.016 0.081 0.22
C -3.65784 0.10598 -3.34497 -1.623 0.011 0.062 -1.05
H -4.15214 0.79971 -4.03938 0.398 0.080 0.342 0.45
N -5.41358 -0.03799 -1.56495 -0.422 -0.412 -0.145 -0.25
O 1.42422 2.86230 -0.53308 -0.284 -0.764 -0.217 -0.55
N -1.54944 -0.96243 -1.88869 -0.511 -0.122 -0.133 0.40
C 1.66244 -4.64542 -2.29679 0.382 0.492 0.428 -0.83
O -2.98091 0.89640 -2.35732 0.596 -1.198 -0.671 -0.47
H 1.27327 -5.33576 -3.06291 -0.083 0.139 0.368 0.32
H 4.44182 0.51635 2.02908 0.043 0.006 0.295 0.36
C 0.99492 -3.23914 -2.42434 -0.493 -1.186 -0.791 -0.59
H 1.55537 -4.53109 -0.06380 -0.308 -0.068 -0.374 -0.08
H 0.00596 -3.29264 -0.38969 0.042 0.362 -0.747 -0.27
H 6.41289 7.70356 0.34482 -0.069 -0.028 0.116 0.24
Cl 5.09342 9.36100 1.37079 0.109 0.150 -0.141 -0.15
C -4.80283 -0.73456 -2.68928 0.429 0.131 -0.370 -0.33
C 4.08666 6.52383 3.04710 -0.063 -0.038 0.065 -0.74
C -8.40304 -2.21818 -0.40673 0.044 0.504 -0.041 -1.38
Cl 7.42035 7.94725 2.45742 0.106 0.020 -0.060 -0.15
H -8.47947 -3.09895 0.24927 0.184 0.177 -0.293 0.39
Cl 0.52601 -2.60003 1.36332 -0.199 0.095 0.627 -0.56
H -8.89489 -1.39041 0.12820 0.027 -0.229 -0.215 0.32
C -0.41967 -1.48873 -1.42696 1.539 -1.490 0.907 -0.09
H -6.37371 -2.70972 0.99996 0.056 0.069 -0.075 0.34
C 6.61801 8.54311 1.00024 0.016 -0.008 -0.095 -0.26
O 3.98153 -3.60876 5.13149 0.175 -0.158 -0.072 -0.77
S 1.51034 0.07831 2.93243 -0.405 0.196 -0.681 -0.25
H 2.31199 4.66092 2.98477 -0.093 0.044 0.084 0.35
C 1.42062 1.66530 -0.39671 0.535 0.620 -0.318 0.57
H -6.50999 -2.64678 -1.28730 0.140 0.521 -0.062 0.14

---

Here are the calculated E numbers, same order: -227805.342, -111600.661, -103994.908 (eV).
Here are the calculated HOMO level numbers, same order: -7.3, -7.5, -3.5 (eV).
Here are the calculated energy above the lowest of the compared OMol25 structures with the same formula, charge and spin numbers, same order: 54.873, 0.000, 1.000 (eV).